# 1
The ion CNO2S2 with charge -1, computed with ωB97M-V/def2-TZVPD.

Results
Kohn-Sham gap   8.262 eV
SMILES   N#CS(=O)(=O)[S-]
ΔE to the lowest compared entry with this formula, charge and spin   128.1 kJ/mol
HOMO   -4.51 eV

The geometry in ORCA input format:
```
! wB97M-V def2-TZVPD RIJCOSX def2/J DEFGRID3
* xyz -1 1
C -0.23 0.64 -0.89
N -0.76 0.75 -1.95
O 1.73 -0.03 0.63
O -0.48 0.60 1.58
S -0.56 -1.88 0.04
S 0.30 -0.09 0.59
*
```



# 2
The ion C4H12NP2 with charge +1, computed with ωB97M-V/def2-TZVPD.

Results
Expectation value of S²   2.006
Kohn-Sham gap (spin up / spin down)   7.224 / 7.070 eV
ΔE to the lowest compared entry with this formula, charge and spin   4.2 kJ/mol
HOMO (spin up / spin down)   -10.58 / -13.54 eV

The geometry in ORCA input format:
```
! wB97M-V def2-TZVPD RIJCOSX def2/J DEFGRID3
* xyz 1 3
C 2.28 1.10 1.10
C -1.09 1.62 -0.35
C -0.39 -2.08 0.66
C -0.24 0.24 -0.08
N -1.13 -0.98 0.02
P 0.71 0.79 1.58
P 0.88 -0.32 -1.50
H 2.79 1.66 1.81
H 2.67 0.69 0.24
H -1.72 1.48 -1.14
H -0.48 2.41 -0.81
H -1.52 1.86 0.51
H 0.62 -1.96 0.46
H -0.54 -2.22 1.65
H -0.77 -2.99 0.21
H -1.50 -1.13 -0.88
H -2.02 -0.68 0.56
H -0.19 -0.43 -2.39
H 1.66 0.93 -1.65
*
```



# 3
A structure of composition C34H40Br2RuS3Sb2, computed with ωB97M-V/def2-TZVPD.

Results
Expectation value of S²   0.754
Kohn-Sham gap (spin up / spin down)   4.024 / 5.268 eV
ΔE to the lowest compared entry with this formula, charge and spin   211.6 kJ/mol
HOMO (spin up / spin down)   -14.23 / -15.47 eV

The geometry in ORCA input format:
```
! wB97M-V def2-TZVPD RIJCOSX def2/J DEFGRID3
* xyz 3 2
Ru -1.69 1.76 0.55
C -3.81 0.25 2.52
C -3.00 1.01 3.55
S -1.38 1.51 2.87
C -1.18 3.21 3.42
C -2.23 4.14 2.86
S -2.32 3.93 1.06
C -4.10 3.84 0.77
C -4.80 2.66 1.42
S -4.00 1.10 0.94
H -4.80 0.00 2.91
H -3.32 -0.68 2.25
H -2.81 0.33 4.39
H -3.50 1.88 3.96
H -0.19 3.48 3.05
H -1.15 3.24 4.51
H -1.94 5.18 3.06
H -3.22 3.99 3.30
H -4.18 3.77 -0.32
H -4.56 4.79 1.07
H -5.84 2.63 1.07
H -4.83 2.73 2.51
C -1.28 -1.56 -1.15
C -0.89 -2.20 0.18
C -0.20 -1.14 1.04
Sb 1.81 -0.75 0.42
C 2.15 1.05 1.43
C 2.42 2.25 0.79
C 2.75 3.36 1.54
C 2.81 3.27 2.92
C 2.53 2.06 3.56
C 2.20 0.94 2.82
C 2.88 -2.23 1.40
C 4.26 -2.07 1.55
C 4.96 -2.99 2.31
C 4.29 -4.06 2.89
C 2.92 -4.22 2.73
C 2.21 -3.31 1.96
Sb 0.52 -1.02 -2.14
C 1.38 -2.92 -2.30
C 2.69 -3.17 -1.89
C 3.21 -4.45 -1.96
C 2.44 -5.48 -2.46
C 1.15 -5.24 -2.91
C 0.62 -3.96 -2.84
C 0.06 -0.32 -4.06
C 0.76 0.70 -4.69
C 0.39 1.06 -5.97
C -0.66 0.41 -6.60
C -1.36 -0.60 -5.95
C -1.01 -0.98 -4.66
H -1.91 -0.68 -0.99
H -1.83 -2.23 -1.82
H -0.24 -3.06 -0.01
H -1.77 -2.60 0.69
H -0.21 -1.37 2.10
H -0.67 -0.15 0.95
H 2.39 2.32 -0.29
H 2.98 4.30 1.05
H 3.11 4.13 3.51
H 2.59 1.99 4.64
H 2.01 0.00 3.33
H 4.79 -1.24 1.09
H 6.03 -2.88 2.45
H 4.85 -4.79 3.47
H 2.41 -5.05 3.19
H 1.14 -3.45 1.82
H 3.32 -2.36 -1.54
H 4.23 -4.63 -1.65
H 2.84 -6.49 -2.51
H 0.55 -6.05 -3.31
H -0.39 -3.79 -3.20
H 1.59 1.19 -4.20
H 0.94 1.84 -6.49
H -0.94 0.69 -7.61
H -2.18 -1.10 -6.45
H -1.56 -1.77 -4.18
Br -2.33 5.70 -1.96
C -2.34 4.05 -2.89
Br -1.54 2.47 -1.95
H -1.70 4.12 -3.76
H -3.35 3.75 -3.13
*
```



# 4
A structure of composition C26H68N4O10, computed with ωB97M-V/def2-TZVPD.

Results
Kohn-Sham gap   8.137 eV
ΔE to the lowest compared entry with this formula, charge and spin   1935.6 kJ/mol
HOMO   -7.50 eV

The geometry in ORCA input format:
```
! wB97M-V def2-TZVPD RIJCOSX def2/J DEFGRID3
* xyz 0 1
C -20.59 0.96 28.41
O -21.86 1.62 28.51
H -19.92 1.28 29.21
H -20.72 -0.11 28.56
H -20.03 1.13 27.49
H -22.39 1.01 27.99
C -18.46 -1.47 28.53
O -19.29 -1.35 27.44
H -18.59 -0.65 29.24
H -18.76 -2.36 29.08
H -17.43 -1.62 28.22
H -18.68 -0.92 26.84
C -16.36 -3.69 33.79
O -17.68 -3.65 33.30
C -17.96 -2.52 32.52
C -19.18 -2.60 31.62
N -19.78 -1.30 31.28
C -20.48 -0.66 32.37
C -21.03 0.65 31.81
O -22.00 0.26 30.82
C -23.22 0.92 30.66
H -15.78 -4.18 33.00
H -16.40 -4.36 34.64
H -15.91 -2.73 34.07
H -17.08 -2.13 32.01
H -18.20 -1.68 33.18
H -20.03 -3.21 31.89
H -18.75 -3.09 30.75
H -20.48 -1.46 30.57
H -19.85 -0.53 33.25
H -21.25 -1.38 32.65
H -20.24 1.33 31.47
H -21.63 1.17 32.56
H -22.99 1.95 30.40
H -23.69 0.83 31.64
H -23.86 0.50 29.89
C -27.89 -4.77 28.48
O -27.70 -3.41 27.94
C -27.04 -2.59 28.91
C -26.61 -1.28 28.20
N -25.26 -0.81 28.67
C -25.20 0.66 28.26
C -23.67 1.08 28.35
O -23.00 1.13 27.05
C -22.89 2.34 26.35
H -28.61 -5.34 27.90
H -28.24 -4.68 29.51
H -26.93 -5.29 28.44
H -26.12 -3.04 29.27
H -27.69 -2.53 29.79
H -27.47 -0.62 28.31
H -26.57 -1.42 27.12
H -24.46 -1.26 28.24
H -25.74 1.30 28.96
H -25.57 0.84 27.26
H -23.04 0.41 28.93
H -23.49 2.03 28.86
H -23.36 2.31 25.37
H -21.84 2.56 26.15
H -23.32 3.22 26.83
C -14.53 3.76 29.83
O -15.64 3.13 29.05
C -15.16 2.07 28.17
C -16.44 1.33 27.66
N -17.12 2.19 26.73
C -18.36 1.66 26.23
C -18.21 0.29 25.39
O -17.92 -0.83 26.23
C -17.15 -1.77 25.52
H -13.95 2.93 30.24
H -15.00 4.35 30.62
H -13.97 4.46 29.21
H -14.62 1.38 28.81
H -14.50 2.52 27.43
H -17.11 1.17 28.51
H -16.31 0.34 27.22
H -17.45 3.06 27.13
H -18.69 2.47 25.59
H -19.09 1.56 27.03
H -17.44 0.42 24.62
H -19.16 0.17 24.87
H -16.24 -1.36 25.08
H -17.54 -2.10 24.57
H -16.89 -2.59 26.18
C -18.57 2.40 29.47
O -19.19 3.08 28.35
C -18.57 4.27 27.77
C -18.69 5.41 28.72
N -17.85 6.56 28.35
C -16.43 6.52 28.63
C -15.73 7.78 28.35
O -15.56 8.09 26.94
C -14.60 9.14 26.73
H -18.17 3.11 30.19
H -17.77 1.71 29.20
H -19.24 1.94 30.20
H -19.05 4.64 26.87
H -17.56 4.09 27.40
H -18.38 5.12 29.73
H -19.73 5.73 28.70
H -17.91 6.62 27.34
H -16.23 5.72 27.92
H -16.16 6.18 29.63
H -14.79 7.75 28.89
H -16.17 8.64 28.85
H -14.85 9.98 27.37
H -14.47 9.44 25.69
H -13.66 8.76 27.13
*
```



# 5
A cluster of 15 separate species, C54H99Br4ClF6N18P in total, computed with ωB97M-V/def2-TZVPD.

Results
Kohn-Sham gap   1.982 eV
HOMO   -8.17 eV

The geometry in ORCA input format:
```
! wB97M-V def2-TZVPD RIJCOSX def2/J DEFGRID3
* xyz 3 1
C 12.15 -27.59 -11.36
C 10.76 -28.03 -11.80
N 9.96 -26.95 -12.38
C 10.21 -26.25 -13.50
C 9.07 -25.50 -13.79
N 8.08 -25.74 -12.88
C 8.67 -26.61 -12.02
C 6.70 -25.56 -13.00
H 12.07 -26.91 -10.51
H 12.83 -27.04 -12.01
H 12.81 -28.43 -11.12
H 10.15 -28.53 -11.05
H 11.06 -28.74 -12.58
H 11.10 -26.38 -14.10
H 8.91 -24.81 -14.61
H 8.21 -27.08 -11.17
H 6.13 -26.41 -12.62
H 6.48 -25.25 -14.02
H 6.47 -24.71 -12.36
C 6.65 -10.07 -18.46
C 7.05 -11.16 -19.42
N 7.13 -12.46 -18.78
C 6.04 -13.15 -18.28
C 6.52 -14.25 -17.57
N 7.88 -14.06 -17.48
C 8.25 -12.95 -18.23
C 8.65 -14.87 -16.62
H 7.01 -9.05 -18.61
H 6.78 -10.15 -17.38
H 5.57 -9.93 -18.52
H 8.03 -10.90 -19.83
H 6.27 -11.22 -20.18
H 5.03 -12.85 -18.55
H 6.04 -15.11 -17.13
H 9.28 -12.65 -18.30
H 9.67 -14.57 -16.39
H 8.86 -15.83 -17.10
H 8.21 -14.96 -15.63
C 13.31 -20.00 -5.90
C 14.79 -20.04 -5.71
N 15.51 -20.45 -6.91
C 15.79 -21.77 -7.38
C 16.40 -21.62 -8.58
N 16.37 -20.31 -8.98
C 15.83 -19.54 -7.90
C 16.53 -19.86 -10.34
H 13.01 -19.33 -6.70
H 12.96 -19.73 -4.90
H 12.75 -20.93 -6.04
H 15.03 -20.69 -4.87
H 15.21 -19.13 -5.29
H 15.49 -22.68 -6.89
H 16.62 -22.38 -9.32
H 15.68 -18.47 -7.84
H 17.59 -19.68 -10.52
H 15.99 -18.92 -10.45
H 16.20 -20.61 -11.07
C 19.30 -20.23 -17.52
C 20.45 -21.14 -17.89
N 20.25 -21.74 -19.14
C 19.08 -22.40 -19.49
C 19.24 -22.74 -20.88
N 20.47 -22.17 -21.37
C 21.08 -21.74 -20.26
C 21.12 -22.34 -22.63
H 19.54 -19.52 -16.73
H 18.38 -20.75 -17.25
H 19.06 -19.72 -18.45
H 20.70 -21.82 -17.07
H 21.30 -20.46 -17.99
H 18.30 -22.51 -18.75
H 18.50 -23.28 -21.46
H 22.12 -21.44 -20.23
H 22.19 -22.51 -22.53
H 21.19 -21.37 -23.12
H 20.60 -23.00 -23.32
C 1.59 -16.04 -20.68
C 2.04 -17.12 -21.66
N 3.46 -16.92 -21.76
C 4.22 -15.95 -22.48
C 5.56 -16.28 -22.31
N 5.65 -17.52 -21.64
C 4.39 -17.81 -21.26
C 6.78 -18.33 -21.34
H 1.58 -15.04 -21.11
H 2.21 -15.96 -19.79
H 0.61 -16.38 -20.34
H 1.47 -16.93 -22.57
H 1.81 -18.13 -21.31
H 3.68 -15.13 -22.92
H 6.47 -15.84 -22.69
H 4.08 -18.65 -20.66
H 6.76 -19.25 -21.92
H 6.71 -18.45 -20.26
H 7.72 -17.83 -21.56
C 20.95 -14.53 -9.88
C 19.42 -14.83 -10.01
N 18.79 -14.59 -11.26
C 17.46 -14.49 -11.56
C 17.27 -14.57 -12.93
N 18.53 -14.74 -13.51
C 19.38 -14.82 -12.46
C 18.94 -14.73 -14.95
H 21.24 -14.19 -8.88
H 21.18 -13.76 -10.61
H 21.46 -15.46 -10.14
H 18.94 -14.15 -9.31
H 19.28 -15.87 -9.70
H 16.75 -14.40 -10.75
H 16.34 -14.68 -13.47
H 20.40 -15.13 -12.59
H 18.51 -13.81 -15.35
H 18.43 -15.57 -15.43
H 20.03 -14.70 -15.01
C 6.98 -23.46 -5.95
C 7.02 -24.11 -7.35
N 7.43 -23.03 -8.26
C 8.77 -22.73 -8.33
C 8.97 -21.67 -9.25
N 7.71 -21.45 -9.87
C 6.78 -22.13 -9.12
C 7.49 -20.45 -10.83
H 7.93 -23.02 -5.65
H 6.81 -24.19 -5.17
H 6.19 -22.71 -6.02
H 5.99 -24.40 -7.54
H 7.80 -24.87 -7.26
H 9.48 -23.22 -7.67
H 9.79 -21.17 -9.73
H 5.72 -22.04 -9.28
H 6.45 -20.58 -11.13
H 8.15 -20.54 -11.70
H 7.54 -19.45 -10.41
C 14.80 -20.11 -21.36
C 13.47 -19.53 -20.92
N 13.25 -19.55 -19.48
C 13.24 -18.42 -18.59
C 13.30 -18.98 -17.32
N 13.09 -20.36 -17.35
C 13.06 -20.67 -18.73
C 12.86 -21.16 -16.19
H 14.57 -21.03 -21.90
H 15.41 -20.35 -20.49
H 15.43 -19.42 -21.91
H 12.65 -19.92 -21.52
H 13.51 -18.48 -21.22
H 13.45 -17.40 -18.87
H 13.51 -18.56 -16.34
H 12.85 -21.58 -19.28
H 12.02 -21.84 -16.30
H 12.74 -20.56 -15.29
H 13.76 -21.77 -16.06
C 16.59 -21.29 -28.58
C 15.64 -20.66 -27.48
N 16.09 -19.30 -27.05
C 17.44 -18.95 -26.86
C 17.55 -17.62 -26.51
N 16.29 -17.08 -26.41
C 15.43 -18.08 -26.81
C 15.89 -15.65 -26.34
H 16.79 -20.66 -29.45
H 16.29 -22.22 -29.05
H 17.58 -21.43 -28.14
H 15.66 -21.31 -26.61
H 14.62 -20.46 -27.83
H 18.21 -19.64 -27.20
H 18.50 -17.11 -26.43
H 14.38 -17.92 -26.99
H 15.11 -15.52 -27.08
H 16.66 -14.89 -26.49
H 15.59 -15.36 -25.33
Cl 11.11 -14.71 -23.01
P 21.43 -16.69 -21.74
F 20.69 -15.80 -22.81
F 21.81 -17.70 -22.87
F 22.70 -15.80 -22.15
F 22.22 -17.55 -20.62
F 20.98 -15.65 -20.63
F 20.07 -17.67 -21.56
Br 16.91 -24.78 -14.06
Br 10.62 -21.91 -25.61
Br 12.43 -17.35 -11.64
Br 11.74 -25.91 -19.24
*
```



# 6
A cluster of 2 separate species, CH5NOS in total, computed with ωB97M-V/def2-TZVPD.

Results
Kohn-Sham gap   10.503 eV
SMILES   NC=O.S
ΔE to the lowest compared entry with this formula, charge and spin   21.5 kJ/mol
HOMO   -9.52 eV

The geometry in ORCA input format:
```
! wB97M-V def2-TZVPD RIJCOSX def2/J DEFGRID3
* xyz 0 1
S 1.64 3.77 -1.32
H 1.51 4.07 -2.62
H 0.72 4.64 -0.91
C -0.35 -1.94 0.25
N -1.03 -2.29 1.36
O -0.42 -0.85 -0.27
H 0.29 -2.69 -0.22
H -1.52 -1.57 1.88
H -0.84 -3.14 1.85
*
```



# 7
An isolated molecule of C7H10, computed with ωB97M-V/def2-TZVPD.

Results
Kohn-Sham gap   9.189 eV
SMILES   C1[C@@H]2CC3(CC3)[C@H]12
ΔE to the lowest compared entry with this formula, charge and spin   384.0 kJ/mol
HOMO   -8.01 eV

The geometry in ORCA input format:
```
! wB97M-V def2-TZVPD RIJCOSX def2/J DEFGRID3
* xyz 0 1
C 0.09 1.92 0.24
C 1.13 1.66 -0.81
C -0.08 0.49 -0.02
C -1.47 -0.32 -0.10
C -0.77 -1.50 0.58
C 0.39 -1.90 -0.25
C 0.52 -0.71 0.67
H -0.80 2.49 -0.06
H 0.61 2.29 1.10
H 1.11 2.13 -1.79
H 2.12 1.29 -0.54
H -2.28 0.07 0.53
H -1.90 -0.55 -1.09
H -1.20 -2.17 1.33
H 0.34 -1.74 -1.33
H 0.94 -2.78 0.06
H 1.25 -0.69 1.47
*
```



no.,M (g/mol),total energy (eV)
1,122.15,-28293.07819
2,136.10,-24397.14639
3,1049.29,-224126.97121
4,596.85,-54474.10943
5,1500.54,-402682.60331
6,79.12,-15490.89717
7,94.16,-7417.05488